Below is a molecular structure, C25H47ClN4OOs at a distorted geometry, with properties calculated with the ωB97M-V functional and the def2-TZVPD basis.

The geometry in XYZ format:
```
79
C25H47ClN4OOs the ωB97M-V functional and the def2-TZVPD basis
Os 0.521 -1.691 0.440
Cl -1.423 -0.835 -0.261
C 2.344 -4.996 1.740
C 1.703 -3.267 0.429
N 1.284 -4.377 1.132
H 4.493 -4.493 1.610
N 3.072 -3.300 0.541
H 2.235 -5.851 2.387
C -0.148 -4.531 1.389
C -0.390 -5.900 1.994
C -0.585 -3.426 2.337
H 0.132 -5.994 2.951
H -1.461 -6.006 2.179
H -0.069 -6.710 1.331
H -1.916 -4.219 0.212
H -0.567 -4.967 -0.697
H -0.500 -2.378 1.876
C -0.830 -4.233 0.066
H 0.002 -3.461 3.261
H -1.646 -3.572 2.563
H -0.508 -3.198 -0.335
C 3.459 -4.319 1.364
C 4.388 -1.422 1.294
H 5.027 -2.033 1.941
H 4.960 -0.541 0.975
C 3.963 -2.239 0.078
H 3.758 -0.516 -1.190
C 5.226 -2.881 -0.494
H 5.002 -3.560 -1.326
H 3.511 -1.118 1.880
H 2.151 -1.112 -0.594
H 5.794 -3.430 0.271
H 5.893 -2.089 -0.870
C 3.192 -1.420 -0.943
H 3.069 -2.012 -1.853
C -3.640 4.397 -1.533
N -3.260 3.144 -1.087
H -2.414 5.909 -2.579
N -1.534 4.014 -1.992
H -4.632 4.781 -1.423
C -4.165 2.157 -0.488
C -5.519 2.785 -0.239
C -4.313 1.006 -1.468
H -5.983 3.114 -1.180
H -6.174 2.024 0.209
H -5.451 3.632 0.456
H -4.117 0.896 1.255
H -3.486 2.542 1.516
H -3.352 0.536 -1.688
C -3.526 1.703 0.807
H -4.767 1.369 -2.401
H -4.980 0.249 -1.039
H -2.513 1.334 0.626
C -2.545 4.949 -2.104
C -0.068 3.195 -3.743
H -0.812 3.425 -4.515
H 0.923 3.313 -4.198
C -0.195 4.157 -2.576
H 1.826 3.856 -1.908
C -0.018 5.574 -3.075
H -0.134 6.310 -2.272
H -0.182 2.153 -3.432
H 0.635 2.794 -1.119
H -0.729 5.800 -3.880
H 0.992 5.680 -3.492
C 0.808 3.803 -1.503
H 0.737 4.511 -0.669
C -1.950 2.899 -1.342
C 1.446 1.142 1.129
C 1.245 0.348 2.409
C -0.033 0.702 3.171
O 1.225 -1.056 2.132
H 2.489 1.092 0.784
H 1.190 2.198 1.297
H 0.779 0.751 0.325
H 2.103 0.529 3.077
H -0.911 0.572 2.523
H -0.135 0.059 4.055
H 0.004 1.749 3.496
```

2S+1 = 5
relative energy (zero: lowest compared OMol25 entry of this formula, charge and spin) = 0.00 kJ/mol
Kohn-Sham gap (alpha / beta) = 1.28 / 4.22 eV
net charge = -2

Below is a molecular structure, C3H3O2Rh at a distorted geometry, with properties calculated with the ωB97M-V functional and the def2-TZVPD basis.

The geometry in XYZ format:
```
9
C3H3O2Rh the ωB97M-V functional and the def2-TZVPD basis
H 1.926 0.984 0.600
O 0.918 -0.803 -0.920
O -2.489 -0.363 -0.553
C -0.152 -0.612 -0.032
C 0.719 0.404 0.671
C -1.344 0.067 -0.734
H -0.436 -1.540 0.515
H 0.426 0.517 1.729
Rh 0.432 1.346 -1.275
```

2S+1 = 6
relative energy (zero: lowest compared OMol25 entry of this formula, charge and spin) = 0.00 kJ/mol
Kohn-Sham gap (alpha / beta) = 3.42 / 5.73 eV
net charge = -1

Below is a single C4H6IP molecule at a distorted geometry, with properties calculated with the ωB97M-V functional and the def2-TZVPD basis.

The geometry in XYZ format:
```
12
C4H6IP the ωB97M-V functional and the def2-TZVPD basis
P 2.037 -0.100 -1.216
C 1.208 0.394 0.351
C 0.109 1.505 0.180
C -0.258 0.316 0.474
C -1.488 -0.715 0.616
I -3.244 -0.061 -0.539
H 0.807 -0.223 -1.935
H 2.038 -1.638 -0.982
H 1.868 0.492 1.268
H -0.085 2.573 0.383
H -1.832 -1.081 1.521
H -1.160 -1.462 -0.120
```

SMILES = P[C@H]1C=C1CI
relative energy (zero: lowest compared OMol25 entry of this formula, charge and spin) = 415.99 kJ/mol
Kohn-Sham gap = 9.00 eV
net charge = 0

Below is a single C5H10N4 molecule at a distorted geometry, with properties calculated with the ωB97M-V functional and the def2-TZVPD basis.

The geometry in XYZ format:
```
19
C5H10N4 the ωB97M-V functional and the def2-TZVPD basis
H -1.100 -2.079 -1.999
N -1.118 -1.116 -2.235
C -0.878 -0.484 -1.145
N -0.698 0.972 -1.071
C 0.306 1.099 0.045
C 0.748 1.880 1.366
N 0.680 0.580 1.939
C -0.311 0.128 0.934
C -0.308 -1.121 0.140
N 1.036 -1.627 -0.139
H -0.574 1.356 -1.960
H 1.385 0.720 -0.208
H 0.283 2.827 2.028
H 1.896 2.097 1.426
H 1.529 -0.208 2.065
H -1.273 0.640 0.981
H -1.107 -1.815 0.590
H 1.461 -2.014 0.666
H 0.860 -2.201 -1.091
```

SMILES = [H]/N=C1/N[C@H]2CN[C@@H]2[C@@H]1N
relative energy (zero: lowest compared OMol25 entry of this formula, charge and spin) = 548.92 kJ/mol
Kohn-Sham gap = 9.18 eV
net charge = 0

Below is a molecular structure, C53H38Br2N4OW at a distorted geometry, with properties calculated with the ωB97M-V functional and the def2-TZVPD basis.

The geometry in XYZ format:
```
99
C53H38Br2N4OW the ωB97M-V functional and the def2-TZVPD basis
W 0.383 0.213 -0.193
C -1.533 -2.260 -7.355
C -2.333 -1.411 -6.603
C -1.955 -1.063 -5.315
C -0.768 -1.555 -4.775
C 0.034 -2.401 -5.537
C -0.352 -2.756 -6.821
C -0.354 -1.178 -3.399
C -1.140 -1.574 -2.327
C -2.331 -2.343 -2.455
C -2.892 -2.422 -1.223
C -2.023 -1.741 -0.326
C -2.206 -1.726 1.051
C -3.468 -2.298 1.606
C -3.546 -3.659 1.891
C -4.718 -4.194 2.405
C -5.815 -3.375 2.638
C -5.740 -2.020 2.354
C -4.568 -1.481 1.838
C -1.214 -1.335 1.932
N 0.046 -0.854 1.586
C 0.758 -0.866 2.776
C 2.084 -0.499 2.913
C 2.743 -0.651 4.242
C 2.509 0.269 5.261
C 3.129 0.119 6.493
C 3.982 -0.953 6.713
C 4.215 -1.873 5.702
C 3.599 -1.724 4.467
C 2.815 0.003 1.849
C 4.164 0.441 1.979
C 4.548 0.919 0.774
C 3.446 0.756 -0.116
N 2.352 0.209 0.555
C 3.531 1.008 -1.479
C 2.552 0.583 -2.368
C 2.633 0.739 -3.779
C 1.557 0.106 -4.309
C 0.803 -0.430 -3.225
N 1.395 -0.100 -2.009
C 4.749 1.681 -2.007
C 5.019 3.001 -1.647
C 6.155 3.635 -2.126
C 7.033 2.953 -2.956
C 6.773 1.638 -3.312
C 5.632 1.002 -2.844
C -0.064 -1.309 3.854
C -1.290 -1.566 3.338
N -0.936 -1.209 -1.004
H -1.830 -2.535 -8.358
H -3.250 -1.018 -7.021
H -2.577 -0.396 -4.730
H 0.953 -2.793 -5.118
H 0.268 -3.423 -7.404
H -2.683 -2.776 -3.375
H -3.795 -2.933 -0.933
H -2.689 -4.296 1.711
H -4.774 -5.252 2.625
H -6.727 -3.794 3.038
H -6.594 -1.380 2.532
H -4.514 -0.422 1.615
H 1.842 1.107 5.093
H 2.947 0.839 7.279
H 4.465 -1.070 7.673
H 4.877 -2.711 5.873
H 3.780 -2.443 3.678
H 4.741 0.376 2.886
H 5.509 1.310 0.488
H 3.416 1.265 -4.296
H 1.283 0.017 -5.346
H 4.330 3.532 -1.002
H 6.354 4.662 -1.852
H 7.922 3.446 -3.325
H 7.461 1.102 -3.952
H 5.437 -0.029 -3.112
H 0.274 -1.422 4.870
H -2.164 -1.939 3.846
Br 0.674 2.632 -0.775
C -0.137 3.620 1.366
Br 0.518 2.435 2.515
H 0.540 4.348 0.960
H -1.213 3.741 1.324
C -2.610 1.674 -1.618
C -2.419 1.605 -0.142
O -1.427 1.026 0.342
C -3.412 2.158 0.782
C -3.282 1.930 2.160
C -4.214 2.454 3.036
C -5.278 3.206 2.547
C -5.420 3.428 1.182
C -4.493 2.904 0.299
H -1.763 1.235 -2.143
H -2.737 2.708 -1.944
H -3.520 1.132 -1.886
H -2.465 1.319 2.527
H -4.123 2.270 4.098
H -6.006 3.617 3.234
H -6.254 4.007 0.811
H -4.612 3.079 -0.761
```

relative energy (zero: lowest compared OMol25 entry of this formula, charge and spin) = 77.80 kJ/mol
Kohn-Sham gap (alpha / beta) = 5.17 / 5.17 eV
net charge = +2

Below is a molecular structure, C16H25ClN5O5Pt, with properties calculated with the ωB97M-V functional and the def2-TZVPD basis.

The geometry in XYZ format:
```
53
C16H25ClN5O5Pt the ωB97M-V functional and the def2-TZVPD basis
Pt 0.623 0.649 -0.212
N 2.261 0.706 2.665
C 2.769 1.933 2.065
C 3.412 1.648 0.736
O 4.451 2.080 0.351
N 2.663 0.697 -0.127
C 3.378 0.020 -0.929
C 1.052 3.327 -3.316
O 2.092 3.797 -3.168
O 0.002 2.839 -3.460
H 1.447 0.897 3.231
H 2.961 0.269 3.249
H 3.507 2.472 2.662
H 1.945 2.621 1.866
H 2.909 -0.665 -1.624
H 4.457 0.147 -0.920
Cl -0.710 2.526 2.284
C -1.150 3.496 0.851
C -0.144 3.560 -0.298
O -0.229 4.526 -1.019
O 0.744 2.616 -0.506
H -1.318 4.512 1.190
H -2.089 3.100 0.468
C 1.941 -4.456 -0.062
C 0.576 -3.904 0.372
C -0.553 -4.504 -0.477
C 0.332 -4.159 1.867
C 0.585 -2.447 0.159
N 0.593 -1.316 -0.003
H 1.943 -5.534 0.100
H 2.749 -4.020 0.525
H 2.127 -4.268 -1.119
H -0.565 -5.583 -0.322
H -0.398 -4.311 -1.538
H -1.524 -4.105 -0.185
H 0.327 -5.235 2.037
H -0.629 -3.756 2.186
H 1.120 -3.717 2.477
C -3.879 2.186 -2.720
C -3.151 1.456 -1.646
C -3.600 0.743 -0.550
C -2.457 0.283 0.117
N -1.377 0.704 -0.535
N -1.811 1.405 -1.609
C -2.364 -0.541 1.355
H -4.950 2.130 -2.546
H -3.664 1.753 -3.697
H -3.584 3.235 -2.744
H -4.625 0.577 -0.266
H -1.151 1.859 -2.233
H -2.636 -1.577 1.145
H -3.050 -0.164 2.112
H -1.355 -0.512 1.763
```

relative energy (zero: lowest compared OMol25 entry of this formula, charge and spin) = 0.00 kJ/mol
Kohn-Sham gap = 9.07 eV
net charge = +1

Below is a single C5H8N2 molecule at a distorted geometry, with properties calculated with the ωB97M-V functional and the def2-TZVPD basis.

The geometry in XYZ format:
```
15
C5H8N2 the ωB97M-V functional and the def2-TZVPD basis
C 0.483 -0.786 2.318
N 0.145 0.070 1.271
C -0.861 0.886 1.020
N -1.137 1.060 -0.334
C -0.353 0.259 -0.975
C -0.202 0.295 -2.457
C 0.513 -0.533 -0.018
H 1.563 -0.843 2.436
H -0.065 -0.614 3.226
H 0.281 -1.521 0.470
H -1.484 1.290 1.802
H -1.068 0.794 -2.900
H 0.694 0.871 -2.725
H -0.090 -0.707 -2.882
H 1.582 -0.520 -0.253
```

relative energy (zero: lowest compared OMol25 entry of this formula, charge and spin) = 357.34 kJ/mol
Kohn-Sham gap (alpha / beta) = 7.08 / 6.64 eV
net charge = 0

Below is 2 unconnected molecules or ions with the total composition C4H15NSi2 at a distorted geometry, with properties calculated with the ωB97M-V functional and the def2-TZVPD basis.

The geometry in XYZ format:
```
22
C4H15NSi2 the ωB97M-V functional and the def2-TZVPD basis
H 0.034 2.781 -0.587
N -0.431 2.668 -1.395
Si -1.017 1.142 -1.598
C -1.225 -0.205 -0.268
C -0.765 -1.553 -0.910
C -0.143 0.023 0.921
C -2.696 -0.347 0.240
H -1.808 0.655 -2.733
H -0.371 -2.363 -0.304
H -1.651 -1.912 -1.470
H 0.059 -1.435 -1.670
H -0.383 0.997 1.344
H 0.879 -0.098 0.483
H -0.177 -0.781 1.714
H -2.774 -0.889 1.320
H -3.108 0.582 0.497
H -3.472 -0.863 -0.372
Si 3.856 0.318 0.968
H 2.560 0.955 1.354
H 4.814 1.349 0.725
H 3.517 -0.385 -0.199
H 4.302 -0.639 1.939
```

SMILES = [H]/N=[SiH]\C(C)(C)C.[SiH4]
relative energy (zero: lowest compared OMol25 entry of this formula, charge and spin) = 429.37 kJ/mol
Kohn-Sham gap = 9.71 eV
net charge = 0

Below is a molecular structure, C3H2LiO3Pb at a distorted geometry, with properties calculated with the ωB97M-V functional and the def2-TZVPD basis.

The geometry in XYZ format:
```
10
C3H2LiO3Pb the ωB97M-V functional and the def2-TZVPD basis
C -1.523 -0.120 0.714
O -2.567 0.466 0.261
H -0.139 0.910 -0.624
Li -3.767 -0.844 0.366
C -0.227 0.269 0.259
O 0.771 -0.725 0.391
C 1.944 -0.612 -0.264
O 2.032 0.335 -1.086
Pb 4.152 -0.419 -1.528
H -0.676 0.740 1.511
```

relative energy (zero: lowest compared OMol25 entry of this formula, charge and spin) = 168.24 kJ/mol
Kohn-Sham gap (alpha / beta) = 1.97 / 1.97 eV
net charge = -1

Below is a single C16H11ClN4 molecule at a distorted geometry, with properties calculated with the ωB97M-V functional and the def2-TZVPD basis.

The geometry in XYZ format:
```
32
C16H11ClN4 the ωB97M-V functional and the def2-TZVPD basis
Cl -5.557 -4.651 1.948
C -4.284 -3.434 1.624
C -4.349 -2.152 2.143
C -3.318 -1.248 1.816
C -2.234 -1.581 0.991
N -1.169 -0.680 0.838
C -0.692 0.227 1.795
N 0.277 1.006 1.333
N 0.505 0.508 0.097
C 1.248 0.768 -1.058
C 2.357 1.720 -1.205
C 3.016 1.906 -2.437
C 4.076 2.819 -2.525
C 4.578 3.516 -1.435
C 3.892 3.356 -0.222
C 2.822 2.486 -0.113
N 0.842 -0.079 -2.015
C -0.240 -0.820 -1.525
C -0.384 -0.453 -0.241
C -2.232 -2.852 0.450
C -3.234 -3.771 0.744
H -5.182 -1.884 2.760
H -3.408 -0.237 2.164
H -1.150 0.300 2.805
H 2.728 1.387 -3.329
H 4.559 2.870 -3.481
H 5.374 4.220 -1.542
H 4.240 3.867 0.631
H 2.345 2.394 0.869
H -0.831 -1.542 -2.091
H -1.386 -3.165 -0.167
H -3.210 -4.802 0.378
```

SMILES = Clc1ccc(-n2cnn3c(-c4ccccc4)ncc23)cc1
relative energy (zero: lowest compared OMol25 entry of this formula, charge and spin) = 0.00 kJ/mol
Kohn-Sham gap = 7.84 eV
net charge = 0

Below is a molecular structure, CH6SSi at a distorted geometry, with properties calculated with the ωB97M-V functional and the def2-TZVPD basis.

The geometry in XYZ format:
```
9
CH6SSi the ωB97M-V functional and the def2-TZVPD basis
C -0.432 -1.367 -0.223
Si 0.604 0.043 0.550
S -0.176 2.360 -0.990
H -0.463 -2.280 0.519
H -1.453 -1.084 -0.381
H -0.181 -1.599 -1.188
H 1.821 0.480 -0.150
H 0.321 0.048 1.953
H -0.040 3.399 -0.090
```

relative energy (zero: lowest compared OMol25 entry of this formula, charge and spin) = 202.66 kJ/mol
Kohn-Sham gap = 7.88 eV
net charge = 0

Below is a molecular structure, C22H11Cl8N4O3ReS at a distorted geometry, with properties calculated with the ωB97M-V functional and the def2-TZVPD basis.

The geometry in XYZ format:
```
50
C22H11Cl8N4O3ReS the ωB97M-V functional and the def2-TZVPD basis
Re 1.363 -0.333 -1.721
N 2.830 -3.345 1.096
C 2.361 -2.255 0.544
S 3.162 -1.569 -0.829
N 1.378 -1.624 1.263
N 0.786 -0.649 0.630
C 0.166 0.228 1.414
C -0.065 -0.072 2.845
C -0.819 -1.189 3.203
C -1.046 -1.463 4.540
C -0.501 -0.644 5.522
C 0.260 0.461 5.168
C 0.468 0.758 3.831
C -0.253 1.514 0.960
C -1.133 2.298 1.626
C -1.501 3.588 1.074
C -0.908 3.858 -0.073
C 1.520 3.644 -0.560
N 1.375 1.236 -0.907
H 3.520 -3.901 0.615
H 2.379 -3.719 1.918
H -1.235 -1.829 2.435
H -1.648 -2.317 4.819
H -0.670 -0.870 6.566
H 0.691 1.093 5.933
H 1.064 1.618 3.550
H -1.563 1.957 2.559
H -2.234 4.210 1.568
H 1.225 4.639 -0.282
H 2.505 3.257 -0.751
O 2.569 0.218 -4.494
C 2.097 -0.007 -3.487
Cl -1.817 -1.467 -3.621
C -1.731 0.157 -3.085
C -0.622 0.689 -2.381
C -0.773 2.001 -2.074
Cl 0.363 2.578 -0.623
C -1.736 2.881 -2.533
Cl -1.485 4.592 -2.563
C -2.819 2.333 -3.182
Cl -4.071 3.336 -3.780
C -2.846 0.951 -3.387
Cl -4.240 0.253 -4.087
Cl 0.882 -3.388 -4.714
C 0.498 -4.225 -3.209
Cl 1.599 -5.588 -3.012
Cl -1.182 -4.794 -3.239
C 0.615 -3.292 -1.970
O 0.784 -3.774 -0.877
O 0.442 -2.036 -2.235
```

2S+1 = 4
relative energy (zero: lowest compared OMol25 entry of this formula, charge and spin) = 1658.04 kJ/mol
Kohn-Sham gap (alpha / beta) = 5.99 / 5.49 eV
net charge = +1

Below is a molecular structure, C2H3N2S3 at a distorted geometry, with properties calculated with the ωB97M-V functional and the def2-TZVPD basis.

The geometry in XYZ format:
```
10
C2H3N2S3 the ωB97M-V functional and the def2-TZVPD basis
C 0.810 0.629 0.490
C -0.965 -0.813 -0.081
N -0.150 -0.191 0.699
N 1.155 1.340 -0.539
S 2.498 1.039 1.979
S -0.914 -1.132 -1.702
S -2.442 -1.360 0.770
H 0.898 1.180 -1.463
H 1.943 1.826 -0.394
H -2.833 -2.517 0.241
```

relative energy (zero: lowest compared OMol25 entry of this formula, charge and spin) = 207.11 kJ/mol
Kohn-Sham gap = 6.78 eV
net charge = -1